40
Properties=species:S:1:pos:R:3:forces:R:3 method="wB97M-V/def2-TZVPD" gap_ev=8.2 e_homo_ev=-8.0 smiles=CC(C)(C)[Si](C)(C)Oc1ccc(-c2nnc(S)o2)cc1 de_lowest_kcal_mol=0.00 total_charge=0 e_lumo_ev=0.21 e_tot_ev=-40629.98658 multiplicity=1
C -1.366 0.855 -2.486 0.1 0.7 0.5
C -2.361 1.342 -1.337 -0.6 -1.2 -0.5
C -2.760 2.832 -1.409 0.8 0.0 0.5
C -3.683 0.670 -1.742 0.1 -1.5 -2.5
Si -1.926 0.861 0.467 1.5 -0.4 -1.1
C -3.390 0.798 1.482 -1.6 0.1 0.5
C -0.774 2.226 1.082 -0.7 -1.2 2.0
O -1.298 -0.783 0.488 1.2 1.5 0.4
C 0.066 -1.048 0.667 -0.7 0.3 -0.2
C 0.642 -2.007 -0.190 0.7 2.0 1.9
C 2.003 -2.199 -0.119 0.8 -0.3 2.3
C 2.791 -1.651 0.968 -4.0 0.3 -1.9
C 4.137 -2.022 1.044 2.2 0.8 1.6
N 4.868 -1.698 2.066 -3.1 1.0 1.7
N 6.077 -2.106 1.918 4.0 -1.8 -2.7
C 6.178 -2.652 0.708 -1.9 0.5 1.2
S 7.508 -3.488 -0.100 -1.0 0.6 -0.1
O 4.879 -2.612 0.117 1.6 -0.9 -0.6
C 2.118 -0.801 1.914 2.1 -0.9 -0.3
C 0.826 -0.432 1.710 -1.4 -1.3 -1.5
H -1.052 -0.247 -2.548 -0.9 1.6 0.3
H -0.464 1.458 -2.570 0.4 0.0 0.6
H -1.885 1.223 -3.367 -0.2 -0.7 -0.6
H -1.934 3.470 -1.078 -0.2 0.2 -0.4
H -3.126 3.114 -2.402 0.3 0.0 0.0
H -3.606 3.001 -0.728 0.2 0.0 0.0
H -4.513 0.675 -1.072 -0.4 0.4 0.8
H -4.030 1.153 -2.726 0.3 -0.7 1.3
H -3.526 -0.418 -2.005 -0.1 1.0 0.3
H -3.975 -0.083 1.214 -0.4 0.3 -0.4
H -3.923 1.765 1.281 0.0 -1.0 0.4
H -3.232 0.635 2.544 0.3 0.5 0.2
H -0.604 2.149 2.197 -0.2 0.1 -1.1
H 0.152 2.023 0.624 1.4 0.3 -0.7
H -1.137 3.219 0.877 -0.1 0.2 -0.2
H 0.027 -2.604 -0.774 -1.0 -0.7 -1.3
H 2.420 -3.042 -0.648 0.3 0.2 -0.5
H 6.925 -3.302 -1.318 0.4 -0.1 0.4
H 2.610 -0.484 2.849 0.0 -0.1 -0.8
H 0.335 0.209 2.404 -0.3 0.3 0.3